(1)
{
  "formula": "C2H6O3PS",
  "method": "ωB97M-V with the def2-TZVPD basis set",
  "lumo_energy_ev": 4.04,
  "charge": -1,
  "largest_force_ev_per_a": 5.103,
  "symbols": ["C", "C", "O", "O", "O", "P", "S", "H", "H", "H", "H", "H", "H"],
  "positions_angstrom": [[-1.92, 0.51, -0.38], [-0.92, 0.81, 0.73], [1.20, -0.61, 1.49], [-0.18, -1.70, -0.31], [1.09, 0.22, -0.86], [2.62, -0.32, -1.00], [0.19, -0.48, 0.43], [-2.22, 1.51, -0.84], [-1.48, -0.09, -1.13], [-2.96, 0.10, 0.07], [-1.35, 0.64, 1.87], [3.20, 0.66, -0.13], [2.74, -1.24, 0.06]]
}

=====

(2)
{
  "formula": "C4H35NO15S",
  "method": "ωB97M-V with the def2-TZVPD basis set",
  "lumo_energy_ev": -0.22,
  "largest_force_ev_per_a": 2.638,
  "symbols": ["C", "N", "C", "O", "O", "C", "C", "S", "H", "H", "H", "H", "H", "H", "H", "H", "H", "H", "H", "O", "H", "H", "O", "H", "H", "O", "H", "H", "O", "H", "H", "O", "H", "H", "O", "H", "H", "O", "H", "H", "O", "H", "H", "O", "H", "H", "O", "H", "H", "O", "H", "H", "O", "H", "H", "O"],
  "positions_angstrom": [[0.29, 0.49, 0.89], [0.92, -0.72, 1.48], [0.17, -1.80, 1.70], [-1.17, -1.58, 1.67], [0.53, -2.97, 1.84], [0.05, 0.35, -0.62], [1.29, 0.53, -1.44], [1.77, 2.34, -1.47], [0.84, 1.33, 1.27], [-0.70, 0.67, 1.32], [1.80, -0.88, 0.99], [-1.72, -2.29, 2.03], [-0.19, -0.71, -0.74], [-0.90, 0.78, -0.97], [2.15, -0.08, -1.17], [1.09, 0.31, -2.49], [2.93, 2.14, -2.08], [4.02, -0.36, 0.74], [4.10, -0.99, -0.57], [4.44, -0.20, -0.11], [-0.83, 4.13, 0.06], [0.54, 4.73, 0.32], [-0.05, 4.48, -0.40], [2.83, -2.28, 2.79], [2.69, -3.14, 1.62], [3.22, -2.38, 1.90], [-1.37, 2.56, 0.40], [-1.47, 2.44, 1.90], [-1.98, 2.72, 1.12], [-2.24, -3.15, -0.62], [-0.80, -2.82, -0.29], [-1.36, -3.13, -1.03], [0.64, 1.29, 3.34], [-0.20, 2.13, 4.28], [-0.22, 1.28, 3.80], [-3.11, -0.03, -2.12], [-3.75, 1.03, -1.22], [-3.94, 0.18, -1.68], [-0.23, -2.85, -2.61], [0.77, -2.47, -3.66], [0.72, -2.93, -2.81], [3.10, -2.87, -1.02], [1.70, -2.44, -1.62], [2.49, -2.14, -1.10], [-3.24, 2.17, 0.73], [-3.97, 1.04, 1.34], [-4.06, 1.66, 0.62], [-1.35, 0.38, -4.73], [-0.83, 1.71, -4.00], [-1.60, 1.12, -4.16], [2.63, 2.56, 1.75], [2.84, 2.28, 3.36], [2.30, 2.19, 2.56], [-3.44, -1.85, 0.25], [-4.26, -1.61, -0.94], [-3.88, -2.36, -0.44]]
}

=====

(3)
{
  "formula": "C36H24CoF3NO2S4SbTe",
  "method": "ωB97M-V with the def2-TZVPD basis set",
  "lumo_energy_ev": [3.58, 2.18],
  "s2": 6.078,
  "spin_multiplicity": 5,
  "charge": -2,
  "largest_force_ev_per_a": 5.024,
  "symbols": ["Co", "S", "C", "S", "S", "N", "C", "C", "C", "C", "C", "C", "C", "C", "C", "H", "H", "H", "H", "S", "Sb", "C", "C", "C", "C", "C", "C", "C", "C", "C", "C", "C", "C", "C", "C", "C", "C", "C", "C", "H", "H", "H", "H", "H", "H", "H", "H", "H", "H", "H", "H", "H", "H", "H", "F", "C", "F", "F", "C", "O", "O", "Te", "C", "C", "C", "C", "C", "C", "H", "H", "H", "H", "H"],
  "positions_angstrom": [[2.24, -1.12, 1.97], [0.76, -1.55, 6.09], [1.28, -1.34, 4.60], [0.26, -0.83, 3.25], [2.79, -1.77, 3.93], [-0.51, 8.02, 0.43], [-0.14, 6.94, 0.56], [0.45, 5.68, 0.72], [1.84, 5.56, 0.69], [2.49, 4.43, 1.12], [1.75, 3.31, 1.48], [0.32, 3.43, 1.57], [-0.29, 4.63, 1.27], [2.44, 2.07, 1.57], [3.07, 1.01, 1.51], [2.33, 6.45, 0.34], [3.56, 4.50, 1.14], [-0.33, 2.59, 1.94], [-1.34, 4.70, 1.27], [4.06, -0.23, 1.62], [1.25, -0.57, -0.42], [2.71, -2.90, 0.95], [3.92, -3.31, 0.41], [4.24, -4.67, 0.35], [3.32, -5.65, 0.71], [2.12, -5.19, 1.28], [1.79, -3.84, 1.39], [2.98, -0.46, -1.71], [3.60, 0.76, -2.07], [4.69, 0.85, -2.94], [5.22, -0.34, -3.45], [4.57, -1.59, -3.20], [3.51, -1.67, -2.28], [-0.33, -2.09, -1.23], [-1.56, -2.20, -0.68], [-2.62, -2.87, -1.35], [-2.45, -3.26, -2.67], [-1.23, -3.02, -3.29], [-0.20, -2.55, -2.57], [4.64, -2.61, 0.04], [5.20, -4.96, -0.05], [3.60, -6.72, 0.64], [1.47, -5.96, 1.82], [0.99, -3.52, 2.08], [3.44, 1.67, -1.53], [5.08, 1.79, -3.29], [6.07, -0.28, -4.08], [5.01, -2.45, -3.64], [3.27, -2.67, -1.97], [-1.87, -1.83, 0.30], [-3.50, -2.97, -0.79], [-3.32, -3.57, -3.19], [-1.12, -3.24, -4.32], [0.82, -2.55, -2.95], [-0.50, 2.93, -3.65], [-1.33, 2.56, -2.65], [-1.62, 3.76, -1.95], [-2.43, 2.06, -3.19], [-0.77, 1.46, -1.63], [0.42, 1.00, -1.87], [-1.52, 1.11, -0.72], [-4.19, 0.67, -0.02], [-5.98, 0.93, 1.10], [-6.55, -0.15, 1.79], [-7.68, 0.05, 2.63], [-8.25, 1.29, 2.78], [-7.71, 2.40, 2.03], [-6.69, 2.14, 1.13], [-6.04, -1.08, 1.73], [-7.95, -0.79, 3.27], [-9.14, 1.39, 3.37], [-8.04, 3.41, 2.09], [-6.33, 2.84, 0.37]]
}

=====

(4)
{
  "formula": "C5H7ClN2",
  "method": "ωB97M-V with the def2-TZVPD basis set",
  "lumo_energy_ev": [0.83, -0.04],
  "s2": 2.010,
  "spin_multiplicity": 3,
  "largest_force_ev_per_a": 5.267,
  "symbols": ["C", "C", "C", "C", "C", "N", "N", "Cl", "H", "H", "H", "H", "H", "H", "H"],
  "positions_angstrom": [[0.86, 0.38, -1.45], [1.60, -0.72, -1.42], [0.90, -1.72, 0.47], [-0.10, 0.79, -0.39], [-1.08, -0.13, 0.21], [1.69, -1.62, -0.44], [-1.53, -0.10, 1.51], [-1.94, -1.25, -0.81], [0.83, 1.17, -2.21], [2.44, -0.92, -2.12], [0.84, -2.34, 1.27], [0.66, 0.94, 0.44], [-0.47, 1.83, -0.66], [-1.80, 0.90, 2.00], [-2.29, -0.67, 1.59]]
}

=====

(5)
{
  "formula": "C5H14N2",
  "method": "ωB97M-V with the def2-TZVPD basis set",
  "smiles": "CC[C@@H](C)N.C=N",
  "lumo_energy_ev": 0.98,
  "largest_force_ev_per_a": 3.512,
  "symbols": ["C", "C", "C", "C", "N", "H", "H", "H", "H", "H", "H", "H", "H", "H", "H", "H", "C", "N", "H", "H", "H"],
  "positions_angstrom": [[1.61, 1.43, 0.29], [0.14, 1.21, 0.02], [-1.12, -0.17, -0.21], [-2.43, 0.53, -0.50], [-0.82, -1.15, -1.14], [2.22, 0.90, -0.45], [1.85, 1.18, 1.33], [1.88, 2.48, 0.20], [-0.42, 1.77, 0.77], [-0.08, 1.72, -0.93], [-1.09, -0.57, 0.80], [-2.47, 0.89, -1.52], [-3.26, -0.16, -0.33], [-2.55, 1.39, 0.16], [-0.06, -1.80, -0.82], [-0.71, -0.79, -2.09], [1.73, -1.47, 0.80], [0.95, -2.44, 0.52], [1.82, -0.99, 1.77], [2.46, -1.21, 0.04], [0.36, -2.74, 1.30]]
}

=====

(6)
{
  "formula": "C18H30N3O2",
  "method": "ωB97M-V with the def2-TZVPD basis set",
  "lumo_energy_ev": -3.87,
  "charge": 1,
  "largest_force_ev_per_a": 4.482,
  "symbols": ["N", "C", "N", "C", "C", "N", "C", "C", "C", "C", "C", "C", "C", "C", "C", "H", "H", "H", "H", "H", "H", "H", "H", "H", "H", "H", "H", "H", "H", "H", "H", "H", "H", "C", "C", "O", "C", "H", "H", "H", "H", "H", "H", "C", "C", "O", "C", "H", "H", "H", "H", "H", "H"],
  "positions_angstrom": [[2.82, -0.48, 2.26], [1.66, -0.88, 1.69], [0.45, -0.66, 2.44], [-0.57, -0.45, 1.36], [0.02, -1.33, 0.21], [1.50, -1.45, 0.42], [2.34, -0.79, -0.65], [1.89, 0.70, -0.84], [2.87, 1.53, -1.81], [2.51, 3.04, -1.54], [3.29, 3.77, -0.55], [2.95, 5.16, -0.26], [1.82, 5.74, -0.97], [1.05, 5.02, -1.97], [1.40, 3.64, -2.26], [3.57, -1.12, 2.53], [2.92, 0.53, 2.38], [0.60, 0.31, 2.76], [-0.75, 0.63, 1.12], [-1.57, -0.83, 1.69], [-0.32, -0.97, -0.79], [-0.56, -2.28, 0.30], [2.17, -1.41, -1.57], [3.41, -0.92, -0.37], [0.87, 0.80, -1.29], [1.86, 1.29, 0.12], [2.68, 1.22, -2.86], [3.90, 1.31, -1.44], [4.12, 3.22, -0.05], [3.53, 5.71, 0.52], [1.51, 6.79, -0.75], [0.19, 5.46, -2.52], [0.86, 2.99, -2.99], [-4.69, 0.21, 4.31], [-4.57, 0.12, 2.82], [-3.66, 0.67, 2.22], [-5.62, -0.67, 2.08], [-3.87, 0.80, 4.71], [-5.63, 0.69, 4.59], [-4.64, -0.79, 4.75], [-6.61, -0.23, 2.26], [-5.61, -1.71, 2.42], [-5.41, -0.64, 1.01], [-1.43, -4.79, -3.31], [-0.82, -4.08, -2.14], [-1.50, -3.49, -1.32], [0.69, -4.12, -2.01], [-2.51, -4.67, -3.28], [-1.06, -4.35, -4.24], [-1.18, -5.85, -3.28], [1.15, -3.66, -2.88], [1.02, -5.15, -1.91], [0.99, -3.57, -1.12]]
}

=====

(7)
{
  "formula": "C5H10OS2",
  "method": "ωB97M-V with the def2-TZVPD basis set",
  "smiles": "CCC(O)=S.C1CS1",
  "lumo_energy_ev": 0.52,
  "largest_force_ev_per_a": 1.901,
  "symbols": ["C", "C", "C", "O", "S", "H", "H", "H", "H", "H", "H", "C", "C", "S", "H", "H", "H", "H"],
  "positions_angstrom": [[0.68, -0.43, -0.51], [0.12, -1.74, -1.10], [0.89, -2.94, -0.61], [2.14, -3.03, -1.07], [0.32, -4.05, 0.43], [1.72, -0.27, -0.79], [0.10, 0.42, -0.87], [0.62, -0.45, 0.58], [0.16, -1.71, -2.20], [-0.93, -1.86, -0.82], [2.32, -2.30, -1.69], [-0.44, 2.56, 1.42], [-1.89, 2.77, 1.17], [-1.07, 1.73, -0.06], [-0.15, 1.91, 2.24], [0.23, 3.39, 1.24], [-2.60, 2.26, 1.81], [-2.21, 3.74, 0.82]]
}